{
  "formula": "C6H14N2",
  "method": "ωB97M-V/def2-TZVPD",
  "homo_lumo_gap_ev": 10.06,
  "smiles": "[H]/N=C(\\N)C(C)C.C=C",
  "total_energy_ha": -346.4941,
  "spin_multiplicity": 1,
  "symbols": ["H", "N", "C", "N", "C", "C", "C", "H", "H", "H", "H", "H", "H", "H", "H", "H", "C", "C", "H", "H", "H", "H"],
  "coordinates": [[2.0972, -1.8251, 0.1732], [1.5389, -1.0895, -0.2523], [1.0526, -0.2572, 0.5720], [1.2693, -0.2900, 1.9203], [0.1852, 0.8589, 0.0214], [-0.1300, 1.9675, 1.0236], [0.8485, 1.4461, -1.2268], [0.7516, 0.2934, 2.5499], [1.7283, -1.0931, 2.3169], [-0.7561, 0.3875, -0.2836], [0.7839, 2.3949, 1.4312], [-0.7563, 1.6124, 1.8402], [-0.6749, 2.7594, 0.5170], [0.1639, 2.1172, -1.7374], [1.7440, 1.9991, -0.9530], [1.1305, 0.6420, -1.8980], [-1.4735, -1.7936, -1.5237], [-2.1864, -2.1794, -0.4858], [-0.4023, -1.6901, -1.4681], [-1.9308, -1.5609, -2.4707], [-3.2582, -2.2887, -0.5281], [-1.7256, -2.4108, 0.4617]]
}



{
  "formula": "C3H15NO4",
  "method": "ωB97M-V/def2-TZVPD",
  "homo_lumo_gap_ev": 4.23,
  "total_energy_ha": -478.6877,
  "spin_multiplicity": 1,
  "symbols": ["C", "N", "C", "O", "C", "H", "H", "H", "H", "H", "H", "H", "H", "H", "H", "H", "O", "H", "H", "O", "H", "H", "O"],
  "coordinates": [[-0.0255, -0.6297, 1.8060], [1.2888, -0.1921, 1.6176], [-1.0626, 1.0071, -1.8447], [-1.8159, -0.1117, -1.5969], [-0.5157, -1.5601, 0.7648], [-0.1537, -1.0966, 2.7998], [-0.8172, 0.1812, 1.9607], [1.4204, 0.3651, 0.7692], [-1.2981, 1.4813, -2.8060], [0.0236, 0.7223, -1.8362], [-2.1890, -0.0036, -0.6733], [0.0592, -2.4515, 0.5738], [-1.5819, -1.7177, 0.7875], [-0.4246, -0.9240, -0.1470], [1.3915, 1.9639, -1.4482], [2.6216, -0.1473, -1.1282], [1.6240, 1.2259, -0.8672], [-3.3928, 0.7916, 0.8891], [4.0130, -0.3925, -0.6315], [-2.6827, 0.1962, 0.6550], [-1.2492, 1.7476, -1.1208], [1.5348, 0.4088, 2.4057], [3.2317, -0.8641, -0.9295]]
}



{
  "formula": "C68H136O51",
  "method": "ωB97M-V/def2-TZVPD",
  "homo_lumo_gap_ev": 10.90,
  "total_energy_ha": -6509.7895,
  "spin_multiplicity": 1,
  "symbols": ["C", "C", "O", "C", "O", "O", "C", "H", "H", "H", "H", "H", "H", "H", "H", "C", "C", "O", "C", "O", "O", "C", "H", "H", "H", "H", "H", "H", "H", "H", "C", "C", "O", "C", "O", "O", "C", "H", "H", "H", "H", "H", "H", "H", "H", "C", "C", "O", "C", "O", "O", "C", "H", "H", "H", "H", "H", "H", "H", "H", "C", "C", "O", "C", "O", "O", "C", "H", "H", "H", "H", "H", "H", "H", "H", "C", "C", "O", "C", "O", "O", "C", "H", "H", "H", "H", "H", "H", "H", "H", "C", "C", "O", "C", "O", "O", "C", "H", "H", "H", "H", "H", "H", "H", "H", "C", "C", "O", "C", "O", "O", "C", "H", "H", "H", "H", "H", "H", "H", "H", "C", "C", "O", "C", "O", "O", "C", "H", "H", "H", "H", "H", "H", "H", "H", "C", "C", "O", "C", "O", "O", "C", "H", "H", "H", "H", "H", "H", "H", "H", "C", "C", "O", "C", "O", "O", "C", "H", "H", "H", "H", "H", "H", "H", "H", "C", "C", "O", "C", "O", "O", "C", "H", "H", "H", "H", "H", "H", "H", "H", "C", "C", "O", "C", "O", "O", "C", "H", "H", "H", "H", "H", "H", "H", "H", "C", "C", "O", "C", "O", "O", "C", "H", "H", "H", "H", "H", "H", "H", "H", "C", "C", "O", "C", "O", "O", "C", "H", "H", "H", "H", "H", "H", "H", "H", "C", "C", "O", "C", "O", "O", "C", "H", "H", "H", "H", "H", "H", "H", "H", "C", "C", "O", "C", "O", "O", "C", "H", "H", "H", "H", "H", "H", "H", "H"],
  "coordinates": [[0.2340, -2.5112, 5.0082], [0.1005, -3.9840, 4.6546], [-0.1378, -4.2700, 3.3270], [-0.0518, -5.4906, 2.8326], [0.1288, -6.5338, 3.4285], [-0.1112, -5.4044, 1.4713], [-0.2161, -6.6089, 0.7078], [0.4042, -2.2788, 6.0594], [-0.6247, -1.8640, 4.8297], [1.0398, -2.0595, 4.4296], [-0.6732, -4.4499, 5.2648], [1.0401, -4.3485, 5.0699], [-0.2374, -6.2565, -0.3234], [-1.1017, -7.0470, 1.1681], [0.6531, -7.2364, 0.9051], [2.1043, 3.6650, -6.6139], [2.2142, 3.6524, -5.1138], [3.2838, 2.9360, -4.5749], [3.4163, 2.8775, -3.2614], [2.9546, 3.6565, -2.4857], [4.0332, 1.6822, -3.0060], [4.1522, 1.1251, -1.6787], [3.0705, 3.7444, -7.1122], [1.4952, 4.4623, -7.0397], [1.7236, 2.6950, -6.9338], [1.2602, 3.3002, -4.7214], [2.4030, 4.6869, -4.8270], [3.1521, 1.1360, -1.2454], [4.7966, 1.6729, -0.9912], [4.4726, 0.0960, -1.8407], [-3.3220, -0.2936, 3.4020], [-3.9213, -1.7084, 3.5632], [-3.3018, -2.5135, 4.5706], [-3.8317, -3.8136, 4.8330], [-4.7871, -4.3755, 4.2981], [-3.1315, -4.3372, 5.8855], [-3.6560, -5.5255, 6.4475], [-3.3450, 0.2981, 4.3171], [-3.8608, 0.1810, 2.5819], [-2.2613, -0.3014, 3.1512], [-3.9067, -2.1999, 2.5904], [-4.9681, -1.7538, 3.8636], [-3.0628, -5.8783, 7.2912], [-3.6628, -6.3423, 5.7257], [-4.6466, -5.3544, 6.8686], [-2.6059, -12.5461, 5.0249], [-3.3621, -11.4879, 5.8312], [-3.1311, -10.1374, 5.4290], [-3.7017, -9.6517, 4.3417], [-4.6200, -10.1857, 3.7404], [-3.2214, -8.3948, 4.1146], [-3.6921, -7.7490, 2.9123], [-2.5476, -12.3117, 3.9620], [-3.0462, -13.5426, 4.9918], [-1.5767, -12.6240, 5.3752], [-3.0573, -11.6047, 6.8712], [-4.4468, -11.5354, 5.7351], [-3.5827, -6.6751, 3.0634], [-4.7214, -7.9175, 2.5957], [-3.1920, -8.1168, 2.0164], [6.4640, -8.3372, -5.3999], [5.9639, -6.9117, -4.9188], [5.9586, -6.7168, -3.5215], [4.7616, -6.8145, -2.9282], [3.7049, -7.0148, -3.5455], [4.8994, -6.5405, -1.6409], [3.8380, -6.4128, -0.7961], [6.2848, -8.3515, -6.4750], [5.7275, -9.0594, -5.0476], [7.4530, -8.6422, -5.0579], [5.0767, -6.6431, -5.4922], [6.6469, -6.2221, -5.4150], [3.9121, -6.9919, 0.1244], [2.9137, -6.6549, -1.3206], [3.6717, -5.3968, -0.4381], [6.6699, -3.6466, 5.5816], [5.8443, -2.5031, 4.9803], [5.1669, -2.9632, 3.8499], [4.0834, -2.2656, 3.3503], [3.7096, -1.1447, 3.6723], [3.5539, -2.9663, 2.3853], [2.5927, -2.3581, 1.4758], [7.1213, -3.3596, 6.5314], [7.3273, -4.1243, 4.8551], [6.0136, -4.4835, 5.8203], [6.4697, -1.6133, 4.9080], [5.0523, -2.1599, 5.6459], [1.8486, -3.0569, 1.0937], [3.1971, -1.9816, 0.6504], [2.0684, -1.5198, 1.9346], [-1.6952, -7.5579, -3.1718], [-3.0209, -7.4394, -2.5669], [-2.9435, -6.4275, -1.5390], [-4.0446, -6.0767, -0.8651], [-5.0682, -6.7116, -0.8747], [-3.7318, -5.0358, -0.1222], [-4.6858, -4.3733, 0.6803], [-1.8146, -8.2432, -4.0109], [-0.9160, -7.9155, -2.4987], [-1.3272, -6.7209, -3.7651], [-3.4035, -8.3588, -2.1238], [-3.7267, -7.0533, -3.3024], [-4.6473, -3.2841, 0.6692], [-4.5054, -4.7830, 1.6741], [-5.7031, -4.6223, 0.3785], [5.2158, 1.2679, 1.7193], [6.4583, 0.4346, 1.5102], [6.4793, 0.0435, 0.1744], [6.2187, -1.2795, -0.1790], [5.7553, -2.1866, 0.5251], [6.5272, -1.4360, -1.4318], [6.4066, -2.6258, -2.1756], [5.0267, 1.5498, 2.7551], [4.3065, 0.7690, 1.3840], [5.2751, 2.1907, 1.1422], [6.4012, -0.3814, 2.2306], [7.3521, 1.0237, 1.7157], [7.2297, -3.3176, -1.9964], [6.1844, -2.4781, -3.2324], [5.5192, -3.1236, -1.7846], [0.7218, -1.4327, -9.2042], [-0.7606, -1.1320, -9.0626], [-1.2656, -1.5961, -7.7922], [-1.7215, -0.7497, -6.8451], [-1.6335, 0.4670, -6.8276], [-2.3222, -1.5191, -6.0447], [-2.6763, -0.9810, -4.7711], [1.3611, -0.9893, -8.4408], [1.1560, -0.9813, -10.0963], [0.8850, -2.5101, -9.2279], [-1.3020, -1.5317, -9.9201], [-0.9383, -0.0602, -9.1514], [-1.8289, -0.4598, -4.3257], [-3.0826, -1.8287, -4.2193], [-3.5016, -0.2865, -4.9282], [4.4464, 5.7952, 0.1961], [3.3685, 4.9010, 0.7811], [3.2575, 5.0873, 2.1851], [2.0149, 5.4096, 2.7710], [0.9484, 5.6540, 2.1828], [2.2070, 5.5090, 4.0810], [1.1089, 5.5352, 4.9685], [4.2221, 6.8030, 0.5456], [4.4674, 5.7799, -0.8936], [5.4287, 5.4629, 0.5318], [3.6557, 3.8698, 0.5756], [2.3743, 4.8974, 0.3344], [0.8817, 6.5662, 5.2399], [1.5638, 5.0210, 5.8151], [0.2216, 5.1581, 4.4600], [-0.2776, 3.1010, -0.8296], [-0.8959, 1.9352, -1.5497], [-1.3036, 0.9138, -0.6489], [-0.5470, -0.1016, -0.2049], [0.7013, -0.1159, -0.1505], [-1.4246, -0.9983, 0.2671], [-0.9808, -2.1184, 1.0359], [-0.9582, 3.4909, -0.0727], [-0.0050, 3.8674, -1.5552], [0.6701, 2.7746, -0.4015], [-0.2771, 1.5456, -2.3580], [-1.7591, 2.3372, -2.0801], [-1.7700, -2.8623, 1.1446], [-0.6294, -1.8780, 2.0393], [-0.1979, -2.7617, 0.6342], [1.4685, 1.1725, 3.4352], [0.2027, 1.6103, 2.6991], [-0.6751, 2.2785, 3.6268], [-1.9245, 2.7516, 3.4133], [-2.5937, 3.2908, 4.2992], [-2.3028, 2.4161, 2.1995], [-3.6053, 2.7688, 1.7670], [1.3637, 0.6084, 4.3620], [2.0881, 2.0029, 3.7738], [2.1284, 0.5377, 2.8438], [-0.2946, 0.7650, 2.2235], [0.4833, 2.2055, 1.8301], [-4.3498, 2.8256, 2.5610], [-3.9161, 1.9712, 1.0923], [-3.5378, 3.7304, 1.2581], [2.6019, 13.5670, 3.4796], [2.6999, 12.4856, 2.3681], [1.5095, 11.6925, 2.1843], [1.5706, 10.4950, 1.7120], [2.5761, 9.8518, 1.3628], [0.2735, 10.0552, 1.5760], [-0.0036, 8.6455, 1.4858], [2.2033, 13.0623, 4.3596], [1.9572, 14.4144, 3.2465], [3.6174, 13.8323, 3.7739], [3.5948, 11.8937, 2.5603], [2.8712, 12.9687, 1.4061], [0.0443, 8.0830, 2.4182], [0.6073, 8.2833, 0.6590], [-1.0528, 8.4630, 1.2532], [-3.3639, 6.1463, 2.1389], [-4.8126, 6.2911, 2.6606], [-5.4566, 7.4391, 2.1025], [-6.2840, 8.0689, 2.8901], [-6.7568, 7.6383, 3.9128], [-6.5556, 9.2746, 2.3584], [-7.6193, 10.0268, 2.7932], [-3.0085, 5.1862, 2.5130], [-2.7352, 6.9967, 2.4029], [-3.4306, 6.0445, 1.0557], [-4.8048, 6.1513, 3.7416], [-5.3665, 5.4020, 2.3592], [-7.5574, 10.2862, 3.8501], [-8.5184, 9.4133, 2.7361], [-7.6190, 11.0121, 2.3271], [-5.3467, 4.9532, -1.9705], [-4.5270, 3.7144, -2.3334], [-4.7757, 2.7152, -1.4033], [-4.5196, 1.4054, -1.7748], [-4.0653, 1.0789, -2.9322], [-4.7288, 0.6185, -0.7526], [-4.8501, -0.7851, -0.8991], [-5.1359, 5.1291, -0.9157], [-6.4118, 4.7308, -1.9048], [-5.1863, 5.8711, -2.5360], [-3.4531, 3.8969, -2.2946], [-4.7102, 3.3365, -3.3393], [-5.1365, -1.3177, 0.0077], [-4.0600, -1.2375, -1.4985], [-5.7125, -0.9728, -1.5387], [1.0133, -4.1880, -2.1576], [0.9432, -4.2394, -3.7376], [0.5775, -3.0256, -4.2425], [1.5077, -2.0048, -4.3897], [2.7195, -2.0935, -4.4351], [0.8327, -0.9513, -4.7555], [1.4671, 0.2643, -5.0930], [0.2343, -3.5000, -1.8289], [1.9754, -3.9242, -1.7184], [0.9143, -5.1670, -1.6888], [0.1283, -4.8989, -4.0360], [1.8962, -4.6983, -4.0009], [2.4894, 0.2108, -5.4673], [1.4356, 1.0433, -4.3313], [0.8915, 0.5783, -5.9638], [0.5965, 8.3144, -3.5082], [-0.3131, 7.4946, -2.6813], [-0.2778, 6.1669, -3.1905], [-1.3549, 5.5636, -3.7564], [-2.4904, 6.0334, -3.7829], [-0.9778, 4.3991, -4.3307], [-1.8565, 3.6161, -5.1506], [1.5653, 7.9103, -3.2144], [0.5706, 9.3164, -3.0799], [0.3590, 8.2425, -4.5695], [-1.2872, 7.9402, -2.8834], [-0.0423, 7.4086, -1.6290], [-1.1742, 2.8915, -5.5952], [-2.2875, 4.2005, -5.9635], [-2.6815, 3.2270, -4.5539]]
}



Result set for HOMO: -9.162 -9.444 -10.487 eV, one per record in the order listed.
Result set for energy above the lowest of the compared OMol25 structures with the same formula, charge and spin: 86.8 895.7 391.8 kJ/mol, one per record in the order listed.